1.
{"formula": "C4H5NO", "method": "ωB97M-V/def2-TZVPD", "elements": ["C", "C", "C", "O", "C", "N", "H", "H", "H", "H", "H"], "xyz": [[-1.30840, -0.25518, -0.04285], [0.13238, 0.14919, -0.23317], [1.27024, -0.56157, 0.38225], [0.97230, -0.59922, -1.01475], [0.10778, 1.75617, -0.84506], [0.54349, 2.12687, 0.16874], [-1.87338, -0.03789, -0.95356], [-1.35802, -1.32974, 0.16318], [-1.75605, 0.29303, 0.79161], [2.16740, -0.02195, 0.66858], [1.08031, -1.50600, 0.91316]], "atomic_forces_ev_per_a": [[0.0, 0.0, -0.1], [-0.5, -0.2, -0.6], [-0.1, 0.3, 0.4], [0.0, -0.3, -0.3], [-0.2, -1.3, -0.1], [0.6, 1.0, 1.1], [0.1, 0.0, 0.2], [0.1, 0.2, 0.0], [0.1, -0.1, -0.2], [-0.1, 0.0, -0.1], [0.0, 0.5, -0.2]], "smiles": "C[C@@]1(C#N)CO1", "homo_lumo_gap_ev": 11.24, "spin_multiplicity": 1, "charge": 0, "e_above_lowest_ev": 3.8542}

---

2.
{"formula": "C2H3NOS", "method": "ωB97M-V/def2-TZVPD", "elements": ["C", "C", "H", "H", "H", "N", "O", "S"], "xyz": [[1.45404, 1.17053, 0.26227], [-1.47789, -1.28175, -0.31358], [1.01625, 2.09779, 0.58411], [2.47442, 1.11216, 0.01755], [-0.64403, -1.99162, -0.31674], [0.75119, 0.08655, 0.03981], [-2.60988, -1.56468, -0.52492], [-0.96409, 0.37102, 0.25149]], "atomic_forces_ev_per_a": [[-2.3, -2.6, -0.7], [0.2, 0.7, 0.8], [-0.1, 0.4, 0.1], [1.3, 0.0, 0.0], [0.3, 0.0, -0.2], [0.3, 2.7, 0.6], [-0.4, 0.0, -0.2], [0.7, -1.1, -0.4]], "smiles": "C=NSC=O", "homo_lumo_gap_ev": 10.09, "spin_multiplicity": 1, "charge": 0, "e_above_lowest_ev": 1.2738}

---

3.
{"formula": "C32H60N2O5", "method": "ωB97M-V/def2-TZVPD", "elements": ["C", "C", "C", "C", "C", "C", "C", "C", "C", "C", "C", "C", "C", "C", "C", "C", "C", "N", "C", "O", "O", "C", "C", "C", "C", "N", "C", "O", "C", "C", "C", "H", "H", "H", "H", "H", "H", "H", "H", "H", "H", "H", "H", "H", "H", "H", "H", "H", "H", "H", "H", "H", "H", "H", "H", "H", "H", "H", "H", "H", "H", "H", "H", "H", "H", "H", "H", "H", "H", "H", "H", "H", "H", "H", "H", "H", "H", "H", "H", "C", "C", "O", "C", "H", "H", "H", "H", "H", "H", "C", "C", "O", "C", "H", "H", "H", "H", "H", "H"], "xyz": [[-3.11474, 6.86581, 0.79992], [-3.50043, 5.57089, 1.54534], [-3.36072, 5.67172, 3.06595], [-1.90828, 5.58632, 3.56224], [-1.74501, 4.71688, 4.81867], [-1.47159, 3.25260, 4.45864], [0.01895, 2.94119, 4.20865], [0.46925, 1.53290, 4.65642], [1.07465, 0.69031, 3.52760], [2.14510, -0.31817, 3.96413], [1.59199, -1.67570, 4.38979], [0.80638, -2.42446, 3.30153], [1.55439, -2.47693, 1.96739], [1.30267, -3.73807, 1.09606], [-0.09745, -4.32459, 1.28825], [-0.58580, -5.33417, 0.28092], [0.21326, -6.59120, 0.03220], [-1.71449, -5.11763, -0.26468], [2.36820, -4.74348, 1.52043], [2.31496, -5.56280, 2.38274], [3.47400, -4.58818, 0.75299], [3.28092, -3.47156, -0.17213], [4.20980, -3.66581, -1.37250], [3.55550, -3.88916, -2.71426], [3.35265, -5.32026, -3.14630], [3.25640, -2.87742, -3.42246], [1.76948, -3.50893, -0.34098], [1.23197, -2.38933, -0.97121], [0.28169, -2.63073, -1.99542], [-0.22505, -1.29310, -2.49720], [-1.34715, -0.71212, -1.63689], [-3.91318, 7.19669, 0.13487], [-2.22464, 6.72388, 0.19142], [-2.93175, 7.67920, 1.50574], [-4.52505, 5.28840, 1.29788], [-2.82941, 4.77745, 1.20413], [-3.95168, 4.87725, 3.53121], [-3.80255, 6.61887, 3.39017], [-1.51836, 6.58945, 3.74793], [-1.29459, 5.16422, 2.75967], [-0.94141, 5.10960, 5.44563], [-2.66823, 4.77458, 5.40247], [-1.88193, 2.57859, 5.21244], [-2.01473, 3.05092, 3.52865], [0.21298, 3.03754, 3.13882], [0.61638, 3.70182, 4.71585], [-0.40040, 1.01936, 5.07281], [1.19475, 1.62626, 5.46837], [1.49762, 1.34921, 2.76533], [0.26014, 0.15179, 3.03356], [2.87976, -0.43371, 3.16247], [2.70241, 0.10443, 4.80610], [0.91959, -1.53437, 5.24122], [2.40856, -2.31926, 4.72923], [-0.14931, -1.91292, 3.17005], [0.60924, -3.42892, 3.67449], [1.30671, -1.60727, 1.35254], [2.62273, -2.40848, 2.18960], [-0.83846, -3.52500, 1.32903], [-0.10929, -4.82359, 2.26129], [-0.13718, -7.37426, 0.70706], [0.03538, -6.92470, -0.99238], [1.28479, -6.47771, 0.16811], [-1.96732, -5.88445, -0.88882], [3.60619, -2.58163, 0.36560], [4.85122, -2.79046, -1.47157], [4.85458, -4.51164, -1.12685], [3.33209, -6.00668, -2.30069], [4.19854, -5.61179, -3.77535], [2.44265, -5.42560, -3.73684], [2.82238, -3.17034, -4.29920], [1.56395, -4.42424, -0.91749], [0.73716, -3.19834, -2.81777], [-0.55869, -3.22845, -1.62549], [-0.60475, -1.45361, -3.50824], [0.60911, -0.59338, -2.53915], [-0.94498, -0.25074, -0.73249], [-2.03376, -1.49872, -1.31635], [-1.91561, 0.04001, -2.18348], [1.85321, 0.17245, -5.69763], [0.47104, 0.73803, -5.92854], [-0.33308, 0.82993, -5.03217], [0.14615, 1.17918, -7.33623], [1.96988, -0.11397, -4.65489], [2.00956, -0.70052, -6.33440], [2.61007, 0.91451, -5.95706], [0.24387, 0.33797, -8.02444], [0.84262, 1.95650, -7.65469], [-0.86991, 1.56359, -7.37471], [-4.17656, 5.24449, -3.20787], [-2.78378, 4.93993, -2.70900], [-2.08037, 5.79862, -2.23302], [-2.32058, 3.50774, -2.83016], [-4.39341, 6.30016, -3.06533], [-4.25854, 4.99470, -4.26695], [-4.90769, 4.64487, -2.66300], [-2.33553, 3.19444, -3.87534], [-2.98907, 2.84886, -2.27348], [-1.31100, 3.41443, -2.43846]], "atomic_forces_ev_per_a": [[-0.1, -0.1, 0.1], [0.2, 0.3, 0.0], [0.0, -0.1, -0.1], [0.1, 0.1, 0.0], [-0.2, 0.0, -0.1], [0.1, 0.1, -0.2], [-0.3, -0.1, 0.0], [-0.1, 0.1, 0.0], [0.0, -0.1, -0.1], [0.0, 0.2, 0.1], [-0.1, -0.1, -0.1], [0.2, 0.3, 0.1], [-0.2, 0.0, -0.1], [0.3, -0.6, 0.4], [-0.2, 0.2, 0.0], [-0.1, 0.1, -0.1], [-0.1, 0.0, -0.3], [0.2, 0.1, 0.0], [0.0, 0.3, -0.2], [-0.1, -0.4, 0.5], [0.1, 0.2, -0.2], [0.4, -0.3, 0.3], [0.2, 0.1, -0.1], [-0.1, 0.1, 0.0], [0.0, 0.0, -0.1], [0.1, -0.2, 0.1], [-0.3, 0.0, -0.5], [0.3, 0.2, 0.3], [-0.2, 0.0, -0.2], [-0.3, -0.2, 0.1], [0.2, 0.0, 0.2], [0.0, 0.0, 0.0], [0.0, 0.1, 0.0], [0.0, 0.0, 0.0], [0.0, -0.1, 0.0], [-0.2, -0.2, 0.0], [0.1, 0.0, 0.0], [-0.1, -0.1, 0.1], [0.0, 0.0, 0.0], [0.1, 0.0, 0.0], [0.0, -0.1, 0.1], [0.1, 0.1, 0.1], [0.1, 0.0, 0.1], [-0.2, -0.2, 0.1], [0.1, 0.2, 0.0], [0.1, 0.0, 0.0], [0.1, -0.1, 0.1], [0.0, 0.0, 0.0], [0.1, 0.1, 0.1], [0.0, 0.1, -0.2], [-0.1, -0.1, 0.0], [0.0, 0.0, 0.0], [0.1, 0.0, 0.1], [0.0, 0.1, 0.0], [-0.1, -0.3, -0.1], [-0.1, 0.0, 0.0], [0.0, 0.0, 0.1], [0.0, 0.0, -0.1], [0.0, 0.0, -0.1], [0.0, 0.0, 0.0], [0.1, 0.0, 0.1], [0.0, -0.1, 0.0], [0.0, 0.0, 0.1], [0.0, 0.0, 0.0], [-0.2, 0.1, -0.1], [-0.1, 0.0, 0.0], [0.0, 0.0, 0.0], [-0.1, 0.0, 0.0], [0.0, 0.0, 0.0], [0.0, 0.0, 0.0], [0.0, 0.0, 0.0], [-0.2, 0.1, -0.1], [0.2, 0.1, 0.1], [0.1, 0.0, 0.1], [0.1, 0.1, 0.0], [0.0, 0.0, -0.2], [0.0, 0.0, 0.0], [-0.1, 0.0, -0.1], [0.0, 0.0, 0.0], [-0.1, 0.0, 0.1], [0.1, 0.0, 0.0], [-0.1, 0.1, 0.0], [-0.1, 0.0, 0.1], [0.0, 0.0, 0.0], [0.0, 0.0, 0.0], [0.0, 0.0, -0.1], [0.1, 0.0, 0.0], [0.0, 0.0, 0.0], [0.0, 0.0, 0.0], [0.0, 0.1, 0.0], [0.0, -0.1, 0.0], [0.0, 0.1, 0.0], [0.1, 0.1, 0.0], [0.0, 0.0, 0.0], [0.0, -0.1, 0.0], [0.0, 0.0, 0.0], [0.0, -0.1, 0.0], [0.0, 0.0, 0.0], [0.0, 0.0, 0.0]], "smiles": "[H]/N=C(\\C)C[C@@H]1OC(=O)[C@](CCCCCCCCCCCCC)(C/C(C)=N/[H])[C@H]1OCCC.CC(C)=O.CC(C)=O", "homo_lumo_gap_ev": 10.05, "spin_multiplicity": 1, "charge": 0}

---

4.
{"formula": "C2H6N2O4", "method": "ωB97M-V/def2-TZVPD", "elements": ["C", "C", "N", "N", "O", "O", "O", "O", "H", "H", "H", "H", "H", "H"], "xyz": [[1.78784, 0.21491, -0.28145], [-2.39140, -0.11201, -0.23488], [0.32500, 0.08881, -0.40490], [-0.34139, -0.82776, -0.02096], [1.97340, 1.18056, 0.76098], [2.23951, -1.01276, 0.10385], [-2.08308, 1.02433, -0.51481], [-2.83558, -0.54608, 0.92263], [2.27857, 0.53074, -1.11142], [-2.54316, -0.94801, -1.07435], [2.89561, 1.04996, 0.87230], [1.36266, -1.51413, 0.29351], [-0.17469, 0.77699, -0.94617], [-2.49328, 0.09446, 1.63567]], "atomic_forces_ev_per_a": [[-0.8, -1.3, 4.1], [-0.5, -1.5, -3.3], [-0.7, 0.3, -1.3], [1.4, -1.6, 0.9], [-1.2, -0.5, -1.2], [-1.1, -0.9, 0.0], [-0.2, 0.5, 0.1], [0.6, 1.0, 2.5], [0.9, 1.0, -2.9], [0.0, 1.7, 1.8], [1.6, 0.4, 0.9], [1.3, 0.5, 0.1], [-0.5, 1.6, -0.2], [-0.9, -1.1, -1.4]], "homo_lumo_gap_ev": 9.63, "spin_multiplicity": 1, "charge": 0, "e_above_lowest_ev": 4.3209}

---

Values of strongest force on any atom, in order: 1.6 3.6 0.8 4.4, all in eV/A.
Values of energy, in order: -285.2729 -606.1406 -1740.9874 -490.1805, all in a.u..